1.
Below is one molecule with the formula C5H13BS, with properties calculated with wB97M-V/def2-TZVPD.

Computed properties:
Relative energy (zero: lowest compared OMol25 entry of this formula, charge and spin): 0.00 kJ/mol
HOMO energy: -9.4 eV
F_max: 4.11 eV/A
2S+1: 1
SMILES string: CCB(CC)SC
Gap between HOMO and LUMO: 10.0 eV

Atoms and positions in Å:
S (-1.915939, -0.970594, 0.340004)
C (0.800069, -1.486795, -0.598376)
C (0.937984, 1.616840, -1.378213)
C (0.015952, 1.178837, -0.259300)
C (-3.093652, 0.419209, 0.503147)
C (0.852906, -2.574064, 0.499736)
B (-0.405220, -0.256797, -0.195422)
H (-3.929476, 0.163527, -0.190521)
H (-2.540384, 1.356214, 0.463022)
H (1.767656, -1.084249, -0.673983)
H (0.455921, -1.921696, -1.574986)
H (1.560124, 0.804432, -1.589050)
H (-0.822035, 1.855465, -0.310385)
H (0.036459, -2.449260, 1.209605)
H (-3.713168, 0.458512, 1.459104)
H (0.406850, 1.986730, -2.310292)
H (0.583834, 1.434479, 0.600162)
H (0.834329, -3.630942, 0.168636)
H (1.744382, -2.312057, 0.980949)
H (1.493751, 2.453873, -1.203229)

Cartesian forces (eV/Å) of the 2 atoms listed first:
-0.779 0.147 0.404
-3.958 0.189 0.164

2.
Below is C5H13Br3Si as an isolated structure, with properties calculated with wB97M-V/def2-TZVPD.

Computed properties:
HOMO energy: -10.0 eV
F_max: 2.51 eV/A
2S+1: 1
Gap between HOMO and LUMO: 10.2 eV

Atoms and positions in Å:
Br (3.467445, 2.459186, 0.853845)
Br (4.087061, 1.925159, -2.224102)
Br (1.038878, 2.023383, -1.174470)
Si (-1.492127, 0.975994, -0.018568)
C (-0.097709, -1.477785, -0.120428)
C (2.870268, 2.710413, -0.954857)
C (-2.601796, -1.588819, 0.403751)
C (-1.294709, -0.815546, 0.575151)
C (1.230327, -1.173889, 0.599258)
H (-3.334557, -1.256384, 1.135697)
H (1.481648, -1.999568, 1.257432)
H (1.150724, -0.270195, 1.199317)
H (2.037494, -1.004582, -0.105730)
H (-0.662482, 1.150208, -1.245260)
H (-2.911089, 1.180698, -0.403674)
H (-0.227334, -2.557491, -0.155904)
H (-3.041647, -1.472572, -0.582549)
H (-1.065054, -0.771630, 1.640607)
H (-1.073394, 1.961787, 0.994999)
H (2.860240, 3.774605, -1.141163)
H (-2.432525, -2.643469, 0.613187)
H (0.010338, -1.129501, -1.146539)

Cartesian forces (eV/Å) of the 2 atoms listed first:
-0.018 -0.029 0.015
-0.052 -0.005 0.032

3.
Below is a 2-piece molecular cluster, C5H13BrN3 overall, with properties calculated with wB97M-V/def2-TZVPD.

Computed properties:
Relative energy (zero: lowest compared OMol25 entry of this formula, charge and spin): 0.00 kJ/mol
Net charge: +1
HOMO energy: -14.2 eV
F_max: 3.62 eV/A
2S+1: 1
Gap between HOMO and LUMO: 11.4 eV

Atoms and positions in Å:
Br (-0.683765, -1.055172, 3.292650)
N (-1.467743, 0.878057, -0.488470)
N (0.457558, 0.573410, 0.492621)
N (-1.236062, 1.778908, 1.708863)
C (-0.770145, 1.074883, 0.633831)
C (0.611941, -0.252961, -0.760943)
C (-0.557940, 0.561320, -1.611311)
C (0.216206, -1.710788, -0.454603)
C (2.072439, -0.070232, -1.388926)
H (0.391006, -2.363881, -1.441852)
H (2.198174, -0.662521, -2.345115)
H (-0.723030, 1.619844, 2.563266)
H (-0.216092, 1.407173, -2.147507)
H (-0.815251, -1.946164, -0.162405)
H (-1.017628, -0.135976, -2.288106)
H (2.174031, 1.014968, -1.725450)
H (-1.077965, -2.056918, 4.241298)
H (-2.391140, 1.252868, -0.489459)
H (-2.069151, 2.420592, 1.580279)
H (1.020204, 0.222996, 1.237754)
H (0.988019, -2.107808, 0.192246)
H (2.896336, -0.442598, -0.638660)

Cartesian forces (eV/Å) of the 2 atoms listed first:
-0.148 -0.467 0.296
0.722 0.622 0.422

4.
Below is a 2-piece molecular cluster, C5H13ClN2 overall, with properties calculated with wB97M-V/def2-TZVPD.

Computed properties:
Relative energy (zero: lowest compared OMol25 entry of this formula, charge and spin): 386.62 kJ/mol
HOMO energy (alpha / beta): -8.5 / -9.0 eV
F_max: 4.91 eV/A
2S+1: 1
Gap between HOMO and LUMO (alpha / beta): 8.3 / 9.5 eV

Atoms and positions in Å:
Cl (3.868231, -0.852477, 0.004489)
N (1.125860, 0.941542, 0.226031)
N (2.942234, -0.391179, 1.207825)
C (0.235539, -0.082024, -0.055897)
C (-2.265382, -0.363833, 0.299014)
C (-1.136681, 0.652505, 0.018128)
C (-1.946353, -1.677708, -0.294973)
C (1.770867, 1.625552, -0.957082)
H (-1.167094, -2.230064, 0.314740)
H (-3.245411, 0.171427, -0.168602)
H (-1.265448, 1.091956, -0.974170)
H (-2.829123, -2.319709, -0.219952)
H (2.271522, 0.834609, -1.546640)
H (2.593589, 2.391226, -0.640377)
H (-1.216916, 1.404433, 0.749111)
H (-2.337800, -0.447198, 1.407383)
H (0.997428, 1.952268, -1.541838)
H (0.244853, -0.668542, 0.801669)
H (3.308632, 0.542265, 1.753767)
H (0.470982, -0.697996, -0.980082)
H (-1.698559, -1.647710, -1.347027)

Cartesian forces (eV/Å) of the 2 atoms listed first:
1.758 -0.304 -1.732
3.065 2.450 -0.377

Molar mass, respectively: 116.0, 341.0, 195.1, 136.6 g mol⁻¹.